(one)
A cluster of 6 separate species, H12O5S in total, computed with wB97M-V/def2-TZVPD.

Element x y z (Å)
O -0.77 2.39 0.85
H -1.14 2.97 1.52
H -0.34 1.75 1.42
O -1.19 -0.34 -0.77
H -1.73 0.38 -0.42
H -1.38 -0.18 -1.71
O 0.64 -3.47 -0.33
H -0.19 -3.11 -0.66
H 1.18 -2.70 -0.14
O 1.06 0.27 3.05
H 1.13 0.31 2.09
H 0.46 -0.47 3.18
O -2.53 1.97 3.34
H -3.28 2.14 3.91
H -2.92 1.38 2.69
S 1.65 -0.48 -3.44
H 1.33 -1.27 -2.41
H 2.04 0.45 -2.56

Properties
frontier orbital gap = 9.98 eV
SMILES string = O.O.O.O.O.S
HOMO = -9.87 eV

(two)
A cluster of 6 separate species, H12O5S in total, computed with wB97M-V/def2-TZVPD.

Element x y z (Å)
O -2.03 -1.93 1.02
H -2.35 -2.90 1.22
H -1.68 -1.71 1.85
O 3.89 -0.36 -0.44
H 3.74 -0.58 0.47
H 2.93 0.11 -0.58
O 0.04 0.00 -0.30
H -0.42 -0.73 0.23
H -0.06 -0.41 -1.15
O -3.32 2.21 -1.36
H -3.92 1.86 -1.99
H -2.50 2.61 -1.76
O -0.56 3.24 -1.07
H -0.29 3.95 -0.50
H -0.01 2.55 -0.89
S 1.79 -3.19 1.69
H 1.62 -1.78 1.57
H 3.10 -2.97 1.99

Properties
frontier orbital gap = 10.29 eV
SMILES string = O.O.O.O.O.S
HOMO = -10.08 eV

Least stable = (two)

(one)
A cluster of 2 separate species, C5H13NO in total, computed with wB97M-V/def2-TZVPD.

Element x y z (Å)
N 0.32 1.17 -0.09
C 1.36 0.41 0.69
C 0.75 -0.95 1.24
C -0.83 -0.72 0.85
C -1.02 0.72 0.43
C -1.84 0.87 -0.82
H 0.32 2.16 0.22
H 1.88 0.96 1.49
H 2.28 0.14 0.11
H 1.33 -1.67 0.66
H 0.88 -1.20 2.27
H -1.00 -1.46 0.07
H -1.59 -1.01 1.70
H -1.31 1.46 1.32
H -2.18 1.98 -0.95
H -1.19 0.88 -1.72
H -2.77 0.36 -1.10
H 1.25 -0.62 -1.99
H 2.12 -1.89 -2.05
O 1.24 -1.59 -2.30

Properties
total charge = -1
frontier orbital gap (alpha / beta) = 2.77 / 9.38 eV
2S+1 = 2
HOMO (alpha / beta) = 1.20 / -5.57 eV

(two)
A cluster of 3 separate species, C5H13NO in total, computed with wB97M-V/def2-TZVPD.

Element x y z (Å)
C -1.27 -0.27 -2.07
N -0.52 0.80 -1.41
C 0.18 0.42 1.92
C 1.51 0.57 1.30
C 2.00 -0.21 0.25
C 1.67 -1.49 -0.13
O -2.49 0.21 0.34
H -2.33 -0.11 -1.88
H -1.07 -0.35 -3.14
H -1.07 -1.23 -1.57
H -1.18 1.17 -0.71
H -0.24 -0.54 1.62
H -0.57 1.10 1.50
H 0.19 0.46 3.01
H 2.18 1.40 1.49
H 0.27 0.43 -0.90
H 2.83 0.27 -0.26
H 0.98 -2.04 0.48
H 2.23 -1.95 -0.94
H -3.14 0.40 1.03

Properties
total charge = -1
frontier orbital gap (alpha / beta) = 6.80 / 6.00 eV
2S+1 = 2
HOMO (alpha / beta) = -2.87 / -2.87 eV

Least stable = (one)